14
Properties=species:S:1:pos:R:3:forces:R:3 method="wB97M-V/def2-TZVPD" e_lumo_ev=0.5 relative_energy_kj_mol=93.1 multiplicity=1 energy_ha=-270.5224
C -0.26991 0.24629 -1.70472 -0.229 -0.282 0.208
C -0.00300 1.22699 -0.60953 1.099 0.608 0.477
C 0.62180 1.02836 0.56977 -1.100 0.327 -0.761
C 0.74799 -0.28212 1.22653 0.555 -0.939 0.291
C -0.43947 -1.26785 1.08923 0.434 0.377 0.446
O 1.73015 -0.56238 1.90011 -0.998 0.139 -0.473
H -1.34541 0.16729 -1.88668 0.049 -0.074 -0.132
H 0.13573 -0.74663 -1.50142 -0.123 0.099 0.033
H 0.20075 0.60402 -2.62707 -0.123 0.019 0.137
H -0.18397 2.26414 -0.89557 0.143 -0.102 0.029
H 0.95818 1.86996 1.16879 -0.089 -0.019 -0.097
H -1.34542 -0.82255 0.67168 0.311 0.007 -0.132
H -0.11982 -2.12780 0.49707 -0.086 0.007 0.101
H -0.68758 -1.59773 2.10181 0.159 -0.167 -0.126

12
Properties=species:S:1:pos:R:3:forces:R:3 method="wB97M-V/def2-TZVPD" smiles=Cc1nnc(O)[nH]1 e_lumo_ev=0.5 relative_energy_kj_mol=196.9 multiplicity=1 energy_ha=-356.7824
C 0.70516 1.72180 -1.73832 -0.424 -0.391 2.502
C 0.54124 0.65489 -0.66574 1.218 -1.644 1.170
N 1.38114 0.16993 0.23117 0.292 0.935 0.298
N 0.69342 -0.68358 1.19356 0.076 1.526 -1.982
C -0.49571 -0.63684 0.71848 -2.690 -3.048 -0.002
O -1.68307 -1.34501 1.02092 1.950 -2.210 2.775
N -0.65405 0.01554 -0.44991 0.728 1.077 0.535
H -0.18368 2.33171 -1.42786 0.895 0.215 -1.172
H 1.66108 2.27099 -1.61381 -0.762 -0.418 -0.149
H 0.60646 1.23124 -2.68484 -0.125 0.229 -0.750
H -1.53020 -2.17516 1.70472 -0.091 3.449 -2.578
H -1.53682 0.14902 -0.85588 -1.066 0.281 -0.644

102
Properties=species:S:1:pos:R:3:forces:R:3 method="wB97M-V/def2-TZVPD" smiles="CCOc1cnc2c(Cc3ccccc3C)ccc(CCCOC)c2n1.CC(C)=O.CC(C)=O.CC(C)=O.CC(C)=O.CC(C)=O" e_lumo_ev=0.3 multiplicity=1 energy_ha=-2079.6340
C -0.20798 -5.82067 4.06889 -0.163 0.245 -0.021
C 0.72738 -4.82365 3.43081 -0.018 0.094 0.000
O 0.01807 -3.57558 3.31082 -0.153 -0.143 -0.047
C 0.37736 -2.78451 2.27079 0.131 0.058 0.035
C 1.72573 -2.33132 2.16182 -0.061 -0.095 -0.002
N 2.10934 -1.53724 1.21189 -0.103 -0.102 -0.105
C 1.16810 -1.13409 0.30764 -0.131 -0.190 0.275
C 1.53675 -0.25540 -0.73518 0.210 0.019 0.033
C 2.93245 0.30995 -0.82545 0.039 -0.122 0.057
C 3.03168 1.67425 -0.17960 -0.088 0.002 -0.184
C 2.59242 2.77017 -0.92027 -0.012 0.000 -0.130
C 2.58089 4.04602 -0.39707 -0.063 -0.014 -0.014
C 3.01785 4.24767 0.90338 -0.043 0.309 -0.016
C 3.47817 3.17322 1.63338 0.039 -0.049 0.147
C 3.49597 1.88008 1.11445 0.088 -0.105 0.263
C 4.00523 0.77497 2.00598 -0.062 -0.007 -0.220
C 0.57923 0.10029 -1.63581 -0.132 0.097 -0.165
C -0.74797 -0.35361 -1.52501 0.010 0.064 -0.057
C -1.14704 -1.17676 -0.50856 -0.145 -0.005 -0.059
C -2.57729 -1.60130 -0.32780 -0.024 0.290 0.046
C -3.25192 -0.90742 0.88030 0.089 -0.028 0.040
C -4.37303 0.07299 0.51253 0.060 0.118 0.068
O -4.14256 1.38957 0.98028 -0.185 0.139 -0.095
C -4.22981 1.52689 2.38148 0.015 -0.176 0.223
C -0.16751 -1.58764 0.42256 0.238 -0.059 0.179
N -0.53788 -2.43231 1.43109 -0.028 0.037 -0.003
H 0.26306 -6.79477 4.17405 0.015 -0.057 -0.016
H -0.53243 -5.46725 5.04671 0.070 -0.020 0.067
H -1.09646 -5.91238 3.44605 -0.004 -0.157 -0.006
H 1.01819 -5.15892 2.43321 0.070 -0.016 -0.030
H 1.62835 -4.67138 4.02823 0.056 -0.027 0.023
H 2.45705 -2.65742 2.89453 0.045 0.036 -0.006
H 3.18660 0.40865 -1.88037 0.062 -0.016 -0.057
H 3.62532 -0.39048 -0.36809 0.072 -0.005 -0.075
H 2.24660 2.61920 -1.93492 -0.042 -0.044 -0.070
H 2.22558 4.86719 -1.00406 0.005 0.077 0.024
H 3.00882 5.23949 1.33713 0.057 0.005 0.045
H 3.84251 3.32041 2.64374 0.024 0.090 0.028
H 3.20591 0.41384 2.65543 0.076 0.013 0.063
H 4.82313 1.14756 2.61786 0.045 -0.001 0.118
H 4.34977 -0.08592 1.43737 0.053 0.046 0.108
H 0.83845 0.77154 -2.44158 -0.083 0.046 -0.112
H -1.46908 -0.01801 -2.26005 -0.054 -0.007 -0.014
H -2.62951 -2.68108 -0.21025 -0.015 -0.073 -0.057
H -3.11073 -1.31657 -1.23520 -0.080 -0.198 -0.082
H -2.49742 -0.33458 1.41971 0.032 -0.002 0.028
H -3.61293 -1.65619 1.58423 -0.016 -0.043 0.000
H -5.34007 -0.27321 0.89679 -0.031 -0.050 0.008
H -4.46702 0.17144 -0.56859 0.029 -0.011 -0.050
H -4.60855 2.51610 2.62528 0.081 0.085 -0.026
H -3.25758 1.40126 2.86634 0.064 -0.019 -0.030
H -4.91017 0.78677 2.81674 -0.079 -0.015 -0.047
C -5.92552 6.99633 3.07831 0.055 -0.041 0.107
C -5.66901 5.52328 2.86579 -0.010 0.026 -0.034
C -6.05486 4.95645 1.52076 0.030 -0.125 0.102
O -5.17986 4.83513 3.73086 -0.006 -0.012 -0.009
H -5.60865 7.28387 4.07759 0.000 -0.001 -0.001
H -5.37650 7.58124 2.33861 -0.047 0.011 -0.041
H -6.98824 7.21178 2.95618 0.002 0.022 -0.060
H -5.50779 5.46605 0.72631 -0.053 0.046 -0.019
H -7.12291 5.10027 1.34835 0.009 0.080 -0.047
H -5.82711 3.89465 1.48887 0.008 -0.006 -0.058
C 1.01301 5.69660 3.98393 0.061 0.077 -0.091
C 2.46473 5.71294 4.39578 -0.061 -0.085 0.006
C 2.83160 4.91035 5.62161 0.111 0.052 -0.040
O 3.29612 6.32917 3.77258 0.046 0.037 -0.038
H 0.87938 6.30327 3.09179 -0.003 -0.001 -0.001
H 0.69469 4.67372 3.77552 -0.021 -0.013 0.051
H 0.38933 6.08930 4.78882 -0.019 -0.065 0.028
H 2.56951 3.86137 5.47271 -0.064 0.002 0.030
H 2.28014 5.27702 6.48887 -0.052 -0.051 0.000
H 3.89937 4.99563 5.80770 0.000 0.002 0.001
C 1.02040 0.37530 -5.81418 -0.156 0.045 0.225
C 1.23380 1.78447 -5.32955 0.047 -0.003 -0.048
C 2.14419 2.65340 -6.16411 -0.041 0.084 0.093
O 0.71424 2.20584 -4.32026 0.017 0.003 0.022
H 0.35003 -0.14891 -5.13602 0.001 0.005 -0.005
H 0.59123 0.38497 -6.81676 0.080 -0.031 -0.052
H 1.97160 -0.15180 -5.87081 0.026 -0.022 -0.120
H 1.74866 2.74221 -7.17712 0.041 -0.045 -0.031
H 3.13354 2.19749 -6.22898 -0.008 -0.032 -0.060
H 2.22559 3.64046 -5.71553 -0.002 -0.003 0.000
C 4.11602 -3.41956 -8.61583 -0.120 0.012 0.045
C 3.98950 -1.97679 -8.19264 0.032 -0.022 -0.017
C 5.19535 -1.09694 -8.41757 -0.090 0.072 0.054
O 2.97341 -1.54741 -7.69800 0.019 0.020 0.001
H 3.18950 -3.94678 -8.40397 0.000 0.000 0.000
H 4.33378 -3.47808 -9.68343 0.063 -0.010 0.004
H 4.93785 -3.89542 -8.07850 0.044 0.003 -0.045
H 5.45013 -1.07618 -9.47830 0.048 -0.042 0.000
H 6.05399 -1.49322 -7.87332 0.029 -0.028 -0.047
H 4.98332 -0.08689 -8.07587 0.001 -0.001 -0.001
C -4.24972 -8.71149 2.46018 0.069 -0.045 0.099
C -2.79416 -8.57264 2.08257 -0.040 0.046 -0.036
C -2.50279 -8.06757 0.68923 0.111 -0.019 0.059
O -1.90826 -8.84513 2.85674 0.036 -0.008 0.025
H -4.33008 -9.07799 3.48032 0.000 0.000 0.000
H -4.75029 -7.74527 2.37893 -0.025 -0.007 -0.056
H -4.74760 -9.40659 1.78216 -0.029 0.043 -0.038
H -2.94438 -7.07928 0.54972 -0.049 -0.016 -0.029
H -2.93944 -8.73922 -0.05170 -0.052 0.035 -0.014
H -1.42784 -8.00921 0.53807 0.001 -0.001 -0.001

51
Properties=species:S:1:pos:R:3:forces:R:3 method="wB97M-V/def2-TZVPD" e_lumo_ev="-0.6 / -0.7" relative_energy_kj_mol=48.3 s_squared=0.903 multiplicity=2 energy_ha=-3824.9711
V 0.33731 -0.79245 0.05030 0.960 -0.288 -0.206
C -2.76875 -1.99659 2.69400 -0.008 0.158 0.109
C -1.91839 -1.62507 1.52697 -0.695 -0.134 -0.678
N -0.64187 -1.17165 1.64959 0.566 -0.049 -0.240
N -0.13352 -0.94974 2.92334 -0.111 -0.168 -0.698
C 1.15236 -0.62189 3.06475 -0.001 -0.057 0.200
N 1.57982 -0.45191 4.34264 0.181 0.073 -0.119
S 2.19091 -0.48757 1.74429 -0.463 0.099 0.154
C -2.34827 -1.69182 0.17796 0.690 0.197 1.205
C -3.62343 -2.10550 -0.24936 -0.398 -0.104 -0.437
C -3.93316 -2.06943 -1.58077 -0.302 -0.149 0.448
C -2.98249 -1.62484 -2.51304 0.551 0.214 -0.126
C -1.75047 -1.24246 -2.05495 -0.340 -0.055 -0.438
N -1.41312 -1.27393 -0.74750 -0.348 -0.064 0.429
H -2.18727 -2.48239 3.48174 -0.032 -0.084 0.034
H -3.53330 -2.71087 2.39777 0.002 0.000 0.020
H -3.27905 -1.13097 3.12961 -0.031 -0.024 0.084
H -0.73205 -1.09139 3.72209 -0.094 -0.011 -0.036
H 0.92428 -0.17507 5.05497 -0.021 -0.043 0.014
H 2.50806 -0.07475 4.43666 -0.019 0.012 0.035
H -4.35447 -2.43709 0.47375 0.001 0.027 -0.006
H -4.91788 -2.37744 -1.91193 0.044 0.006 0.011
H -3.20467 -1.56718 -3.56887 0.011 -0.016 0.023
H -0.98866 -0.88537 -2.73475 0.042 0.024 0.008
S -2.47482 4.07239 1.00633 -0.059 -0.049 -0.018
Sb -2.37265 2.03574 0.12396 -0.059 0.103 0.023
S -0.73564 2.12608 -1.76598 0.038 -0.112 0.094
S 0.18288 1.53243 0.03147 -0.096 0.667 -0.097
C 2.79654 -5.83134 0.50741 0.037 0.078 -0.089
C 3.47794 -5.15111 -0.49542 -0.003 -0.017 0.054
C 3.02084 -3.92705 -0.95982 0.066 0.087 -0.089
C 1.86019 -3.35588 -0.43399 -0.180 0.030 -0.262
C 1.17086 -4.05176 0.55746 -0.095 -0.129 0.154
C 1.63970 -5.27034 1.02902 -0.053 0.085 -0.051
N 1.39204 -2.09201 -0.84257 0.286 -0.316 0.242
C 1.70431 -1.57337 -2.11978 0.107 0.021 0.043
C 1.45835 -2.29276 -3.29852 -0.114 -0.119 0.075
C 1.64231 -1.69968 -4.53027 -0.002 0.030 -0.004
C 2.05223 -0.36779 -4.62516 -0.011 -0.051 0.030
C 2.31406 0.34446 -3.47231 -0.016 0.010 0.087
C 2.17068 -0.26377 -2.22375 -0.008 0.050 -0.080
H 3.15917 -6.78398 0.87114 -0.002 0.020 -0.013
H 4.38296 -5.57382 -0.91592 -0.028 0.026 0.008
H 3.56924 -3.39572 -1.72896 0.004 -0.045 0.017
H 0.24891 -3.63569 0.94667 0.000 0.041 0.020
H 1.08676 -5.79112 1.80153 -0.004 0.019 -0.015
H 1.10746 -3.31510 -3.22268 0.005 0.010 -0.010
H 1.45002 -2.27070 -5.43025 -0.005 0.010 0.013
H 2.17334 0.09875 -5.59402 0.002 -0.020 0.009
H 2.64980 1.37253 -3.52903 -0.013 -0.032 0.021
H 2.45470 0.27417 -1.32784 0.015 0.037 0.048